Entry 1:
Below is a gas-phase ion, C27H33N2O2 (charge +1), with properties calculated with ωB97M-V/def2-TZVPD.

Geometry as XYZ:
```
64
Properties=species:S:1:pos:R:3
C -1.4428 -0.9397 -5.3822
C -0.1522 -0.6548 -4.9673
C 0.0774 0.3680 -4.0668
C -0.9907 1.1102 -3.5732
C -2.2834 0.8331 -3.9883
C -2.4998 -0.1931 -4.8946
H -3.5070 -0.4038 -5.2182
H -3.1213 1.4033 -3.6204
O -0.6714 2.0950 -2.6433
C -1.5866 3.1706 -2.4785
H -2.4716 2.8414 -1.9218
C -0.8848 4.2673 -1.6819
H -1.5017 5.1718 -1.7040
O -0.7445 3.8446 -0.3315
C 0.5294 3.9444 0.2455
H 0.3594 3.9347 1.3249
H 1.0205 4.8903 -0.0102
C 1.4556 2.7776 -0.1615
N 0.7129 1.5050 -0.3001
C 1.6269 0.3894 -0.6299
C 0.8148 -0.8959 -0.8705
N -0.0111 -1.2605 0.2441
C -0.8497 -0.1635 0.6412
C -0.0919 1.1532 0.8921
H -0.8135 1.9472 1.0799
H 0.5827 1.0536 1.7452
H -1.3973 -0.4363 1.5426
H -1.5818 0.0077 -0.1595
C 0.5622 -2.1237 1.2760
C 1.4769 -1.3903 2.2404
C 0.9713 -0.6916 3.3331
C 1.8174 0.0142 4.1715
C 3.1819 0.0324 3.9316
C 3.6973 -0.6699 2.8554
C 2.8498 -1.3764 2.0179
H 3.2639 -1.9404 1.1929
H 4.7613 -0.6787 2.6732
H 3.8411 0.5766 4.5899
H 1.4105 0.5425 5.0204
H -0.0881 -0.7198 3.5437
C -0.5271 -2.9096 1.9836
C -1.7652 -3.1114 1.3876
C -2.7367 -3.8636 2.0246
C -2.4795 -4.4338 3.2591
C -1.2380 -4.2601 3.8463
C -0.2668 -3.5067 3.2115
H 0.7027 -3.3890 3.6732
H -1.0211 -4.7156 4.8004
H -3.2375 -5.0197 3.7556
H -3.6955 -4.0094 1.5502
H -1.9629 -2.6890 0.4145
H 1.1702 -2.8576 0.7300
H 1.5010 -1.7099 -1.1053
H 0.1660 -0.7439 -1.7434
H 2.1986 0.6453 -1.5229
H 2.3129 0.2492 0.2096
H 0.0563 1.6376 -1.1096
H 2.2393 2.6609 0.5898
H 1.9231 2.9857 -1.1268
H 0.0870 4.4893 -2.1312
H -1.8907 3.5570 -3.4556
H 1.0822 0.6160 -3.7593
H 0.6809 -1.2225 -5.3511
H -1.6212 -1.7346 -6.0882
```

Maximum force: 0.894 eV/A
Gap between HOMO and LUMO: 9.400 eV
Energy relative to the best compared isomer or geometry (same formula, charge and spin): 0.050 eV
SMILES: c1ccc(OCCOCC[NH+]2CCN(C(c3ccccc3)c3ccccc3)CC2)cc1
Net charge: +1
Total energy: -1308.4115 Ha
HOMO energy: -11.32 eV

Atom charges from the Mulliken analysis, given in e for atoms 1 to 8:
1 C -0.65
2 C -0.53
3 C -0.31
4 C 0.62
5 C -0.41
6 C -0.62
7 H 0.41
8 H 0.41

Entry 2:
Below is a gas-phase ion, C5H6ClN2O (charge +1), with properties calculated with ωB97M-V/def2-TZVPD.

Geometry as XYZ:
```
15
Properties=species:S:1:pos:R:3
C -0.1114 0.1452 -1.0720
C -0.4423 -1.1313 -1.0164
C 0.8709 0.8896 -0.1996
C 1.8737 0.1548 0.1510
C 0.5129 2.3565 -0.1265
N 0.5264 -3.0883 -0.4487
N 0.0624 -2.0233 0.0019
O 0.0984 -1.4944 1.1132
Cl 2.9718 -0.8525 0.6030
H -0.4860 0.7741 -1.8795
H -1.0447 -1.6022 -1.7232
H 0.9200 3.0596 -0.9197
H 0.7834 2.9531 0.8120
H -0.5998 2.2158 -0.3180
H 0.8977 -3.6968 0.3730
```

Maximum force: 5.289 eV/A
Spin multiplicity: 3
Gap between HOMO and LUMO (spin up / spin down): 8.342 / 6.298 eV
⟨S²⟩: 2.017
Net charge: +1
Total energy: -838.4888 Ha
HOMO energy (spin up / spin down): -13.27 / -14.70 eV

Atom charges from the Mulliken analysis, given in e for atoms 1 to 8:
1 C -0.33
2 C -0.37
3 C 0.93
4 C 0.07
5 C -1.17
6 N -0.71
7 N 0.86
8 O -0.55

Entry 3:
Below is a molecular structure, C19H32NO4P2Yb, with properties calculated with ωB97M-V/def2-TZVPD.

Geometry as XYZ:
```
59
Properties=species:S:1:pos:R:3
C 1.0906 -3.9324 -1.1232
C 1.0526 -2.5102 -1.0739
N 0.5644 -1.8946 0.0760
C 0.3130 -2.6380 1.1730
C 0.4117 -4.0257 1.1753
C 0.7722 -4.6803 -0.0053
C 1.5242 -1.7385 -2.1654
P 1.5481 0.0329 -2.2141
Yb 0.6398 0.4794 0.4442
P -1.3189 -0.5700 2.2806
C -0.0470 -1.9046 2.4653
C -1.5471 2.3615 -0.1998
C -0.4159 3.1584 -0.4182
C -0.5445 4.5526 -0.4341
C -1.7866 5.1622 -0.2355
C -2.9253 4.3593 -0.0421
C -2.8037 2.9652 -0.0277
O -2.2527 -2.3216 -3.8303
O -2.1353 -0.1778 -1.6362
H 1.4108 -4.3948 -2.0567
H 0.1896 -4.5661 2.0964
H 0.8098 -5.7624 -0.0290
C 3.3532 0.3776 -2.3712
C 1.0135 0.3832 -3.9329
H -0.4462 -2.6306 3.1895
H 0.8723 -1.4609 2.8943
H -2.8318 -2.1946 -4.5773
H 1.9366 -2.3102 -3.0004
C -1.2003 0.1436 3.9487
C -2.8259 -1.5805 2.4496
H 0.5821 2.7277 -0.6117
H 0.3413 5.1770 -0.6140
H -1.8786 6.2580 -0.2382
H -3.8993 4.8336 0.0970
H -3.6908 2.3516 0.1446
H -1.3697 0.2452 -1.0310
H -2.5415 0.5264 -2.1846
H -1.7568 -0.8523 -2.2275
H -2.5483 -3.1477 -3.4141
H -1.4812 1.2409 -0.1028
H 3.7494 -0.0831 -3.2866
H 3.5135 1.4627 -2.4144
H 3.8851 -0.0123 -1.4941
H 1.7576 -0.0095 -4.6442
H 0.0332 -0.0773 -4.1403
H 0.9466 1.4782 -4.0548
H -2.8844 -2.0296 3.4508
H -3.6895 -0.9196 2.2939
H -2.8433 -2.3685 1.6857
H -1.4613 -0.6012 4.7124
H -0.1889 0.5371 4.1198
H -1.9084 0.9807 3.9974
C 3.7897 1.5552 2.8321
C 2.6321 1.1491 1.9719
O 1.4267 1.2526 2.4156
O 2.8498 0.7022 0.7780
H 3.4963 2.3919 3.4688
H 4.6330 1.8317 2.1982
H 4.0841 0.7174 3.4727
```

Maximum force: 2.039 eV/A
Spin multiplicity: 2
Gap between HOMO and LUMO (spin up / spin down): 4.727 / 5.849 eV
⟨S²⟩: 0.753
Net charge: 0
Total energy: -2940.2216 Ha
HOMO energy (spin up / spin down): -4.29 / -5.76 eV

Atom charges from the Mulliken analysis, given in e for atoms 1 to 8:
1 C -1.27
2 C 1.03
3 N 0.13
4 C 0.95
5 C -1.01
6 C -0.40
7 C -1.34
8 P 1.54

Entry 4:
Below is 12 unconnected molecules or ions with the total composition C66H162F9N9O24, with properties calculated with ωB97M-V/def2-TZVPD.

Geometry as XYZ:
```
270
Properties=species:S:1:pos:R:3
C -2.2824 30.7361 -11.3569
O -3.5994 30.5716 -10.7990
O -1.4825 29.7824 -10.6688
C -2.1916 30.8616 -12.9074
F -1.1239 31.5016 -13.3232
F -2.1977 29.7725 -13.6290
F -3.1808 31.5051 -13.3418
C -4.5196 31.7103 -10.7446
C -5.8233 30.9320 -10.9805
H -5.8070 30.5265 -11.9921
H -5.9156 30.2427 -10.1412
H -6.6530 31.6383 -10.9502
H -4.3707 32.4489 -11.5322
H -4.5608 32.2597 -9.8040
H -2.0827 31.7876 -11.1506
C -7.3286 33.1488 -7.0689
O -6.7704 33.7605 -5.8886
O -8.2070 32.1910 -6.5656
C -7.9287 34.2381 -8.1065
F -8.3044 35.3676 -7.4959
F -7.2325 34.5679 -9.2460
F -9.1210 33.7749 -8.5808
C -5.4849 34.4371 -6.1184
C -4.9880 35.2075 -4.8460
H -3.9948 35.5875 -5.0855
H -5.6365 36.0705 -4.6952
H -4.9318 34.5530 -3.9761
H -5.6190 35.1768 -6.9078
H -4.7095 33.7056 -6.3461
H -6.4380 32.6424 -7.4410
C 0.9937 25.5113 -8.5433
O -0.3102 24.9845 -8.2725
O 0.9708 26.2788 -9.7324
C 1.7214 26.1236 -7.2915
F 1.0272 27.0890 -6.6764
F 1.9095 25.2549 -6.3821
F 2.8850 26.6182 -7.5532
C -0.3535 23.5951 -7.8595
C -0.5723 22.7710 -9.1749
H -1.0663 23.4188 -9.8990
H 0.2752 22.3505 -9.7163
H -1.1160 21.8501 -8.9644
H -1.2417 23.5846 -7.2278
H 0.3915 23.1910 -7.1742
H 1.6380 24.6719 -8.8047
C -3.2440 26.2683 -13.5077
O -2.7715 26.2473 -12.0992
C -3.7408 26.6031 -11.1625
C -3.3131 26.4426 -9.7563
N -2.1826 27.5197 -9.3436
H -1.2712 27.1214 -9.5191
H -2.2051 28.3409 -9.9312
C -2.0327 27.8791 -7.8359
C -3.1307 28.9256 -7.4807
O -4.4172 28.4010 -7.4975
C -5.4651 29.3539 -7.1062
H -4.1607 25.7128 -13.7057
H -2.5206 25.9512 -14.2589
H -3.3898 27.3380 -13.6574
H -4.6289 25.9904 -11.3173
H -4.0921 27.6167 -11.3558
H -2.8493 25.5035 -9.4544
H -4.2355 26.5765 -9.1911
H -1.0871 28.4066 -7.7105
H -1.9396 26.9478 -7.2771
H -2.9328 29.8703 -7.9871
H -2.8967 29.0754 -6.4267
H -6.4799 29.0019 -7.2919
H -5.6338 30.2952 -7.6291
H -5.4495 29.4377 -6.0195
C -1.8447 33.0691 -8.4087
O -0.6757 33.8961 -8.2386
C -0.3673 34.0316 -6.9246
C 0.9952 34.7565 -6.9844
N 0.7795 36.2148 -7.3821
H 0.2498 36.0253 -8.2209
H 0.1969 36.8187 -6.8199
C 2.0396 37.0794 -7.6407
C 1.5030 38.4376 -8.0566
O 0.7323 38.1024 -9.2208
C -0.1215 39.2196 -9.4670
H -1.6437 31.9988 -8.4549
H -2.2462 33.2831 -9.3993
H -2.6934 33.2702 -7.7550
H -0.1951 33.0701 -6.4408
H -1.0362 34.5122 -6.2108
H 1.6372 34.3364 -7.7587
H 1.6346 34.9164 -6.1162
H 2.7012 36.6046 -8.3653
H 2.6105 37.1541 -6.7152
H 2.3247 39.1129 -8.2951
H 1.0479 38.9036 -7.1826
H -0.7761 39.1324 -10.3341
H 0.5230 40.0650 -9.7078
H -0.7494 39.5078 -8.6239
C 2.7563 31.7770 -6.9195
O 2.9183 30.9394 -8.0628
C 1.7766 30.1346 -8.2687
C 1.9317 29.5283 -9.7998
N 2.3807 30.6870 -10.6738
H 3.0947 31.1099 -10.0981
H 2.9351 30.4000 -11.4678
C 1.3637 31.8154 -10.9716
C 2.0782 33.0955 -11.2765
O 3.1621 33.3719 -10.3984
C 4.0623 34.4212 -10.7119
H 3.5333 32.5412 -6.8997
H 2.6410 31.1263 -6.0527
H 1.8204 32.3153 -7.0696
H 0.8756 30.7406 -8.3639
H 1.5978 29.3746 -7.5081
H 0.9529 29.1801 -10.1296
H 2.7661 28.8310 -9.8750
H 0.8064 31.8854 -10.0375
H 0.6664 31.4012 -11.6998
H 1.3015 33.8545 -11.1821
H 2.2404 33.1542 -12.3527
H 3.4905 35.3473 -10.6534
H 4.6161 34.4404 -11.6505
H 4.8352 34.4775 -9.9454
C -8.1469 36.8827 -1.6905
O -7.7326 35.5065 -1.5401
C -8.1361 34.6791 -2.6094
C -7.6059 33.2994 -2.2645
N -7.9288 32.3731 -3.5072
H -8.9106 32.1592 -3.6086
H -7.8453 32.9442 -4.3361
C -7.0446 31.1034 -3.6009
C -7.3798 30.0314 -2.5208
O -6.7645 30.4183 -1.2653
C -7.0658 29.5878 -0.2037
H -9.2334 36.9692 -1.6898
H -7.9617 37.1438 -2.7324
H -7.6900 37.4650 -0.8903
H -7.7357 35.1272 -3.5188
H -9.2250 34.7206 -2.5850
H -8.1313 32.9167 -1.3896
H -6.5214 33.1911 -2.2451
H -6.0144 31.4150 -3.4287
H -7.3590 30.7751 -4.5915
H -6.9319 29.1245 -2.9269
H -8.4076 29.8069 -2.2357
H -6.1625 29.0045 -0.0253
H -8.0088 29.0602 -0.3472
H -7.1900 30.2693 0.6379
C -5.5154 28.7925 -14.5660
O -5.7318 27.4634 -14.9764
C -7.0843 27.0399 -14.9128
C -7.9626 27.5502 -16.0042
N -7.6717 27.0601 -17.5039
H -7.7072 26.0507 -17.5010
H -8.4343 27.3118 -18.1165
C -6.2420 27.4745 -18.0882
C -6.3624 27.7250 -19.6651
O -7.0440 26.6514 -20.3725
C -7.1751 26.7995 -21.7728
H -6.2059 29.5344 -14.9673
H -4.4574 28.9926 -14.7351
H -5.5419 28.8930 -13.4809
H -7.4165 27.4089 -13.9424
H -7.3346 25.9871 -14.7822
H -7.8309 28.6212 -16.1582
H -8.9014 27.1057 -15.6738
H -5.3886 26.8694 -17.7821
H -6.0017 28.3922 -17.5512
H -5.4247 27.8686 -20.2019
H -6.9467 28.6438 -19.6147
H -6.3304 27.1978 -22.3349
H -8.0635 27.4310 -21.7661
H -7.4481 25.8535 -22.2404
C -3.0335 21.6958 -22.1151
O -3.6287 21.9918 -20.8664
C -3.3115 20.9686 -19.9038
C -1.8304 20.9838 -19.4215
N -1.5344 20.0033 -18.3014
H -1.6417 19.0600 -18.6460
H -0.5403 20.1461 -18.1937
C -2.2973 20.0330 -16.9820
C -2.0792 21.3311 -16.2757
O -2.8041 22.3440 -16.9758
C -2.8819 23.5470 -16.2933
H -1.9585 21.7607 -22.2834
H -3.3828 22.3959 -22.8741
H -3.2620 20.6595 -22.3640
H -3.6957 19.9929 -20.2011
H -3.9380 21.2379 -19.0534
H -1.4774 21.9495 -19.0600
H -1.1241 20.6474 -20.1806
H -1.7503 19.2305 -16.4873
H -3.3323 19.7947 -17.2271
H -1.0389 21.5890 -16.0772
H -2.4883 21.2850 -15.2664
H -2.9722 23.4679 -15.2099
H -3.8164 24.0723 -16.4904
H -2.0161 24.0942 -16.6663
C -14.9507 30.8555 -7.3708
O -13.5496 30.8020 -7.9534
C -12.8907 31.9857 -7.6537
C -11.3586 31.8846 -7.8826
N -10.6220 30.6632 -7.3970
H -10.4951 30.0420 -8.1831
H -9.7385 31.0666 -7.1197
C -11.1350 29.8183 -6.2088
C -9.9628 28.8987 -5.7620
O -9.0939 28.3797 -6.8620
C -9.0366 27.0054 -6.8384
H -15.2296 31.6964 -6.7358
H -15.1229 29.8592 -6.9636
H -15.6482 30.7630 -8.2032
H -12.8427 32.3073 -6.6133
H -13.4007 32.7134 -8.2849
H -10.9161 32.7542 -7.3968
H -11.0598 31.9550 -8.9285
H -11.8614 29.2043 -6.7414
H -11.4554 30.4914 -5.4137
H -10.3133 28.2268 -4.9786
H -9.2840 29.5681 -5.2335
H -10.0309 26.5743 -6.9557
H -8.6484 26.6540 -5.8824
H -8.3929 26.6743 -7.6533
C -7.1491 27.7150 -9.9450
O -7.1706 26.3158 -10.0632
C -7.7663 25.8720 -11.2867
C -7.2937 24.4506 -11.4913
N -7.3223 23.6460 -10.1995
H -6.9086 24.1148 -9.4063
H -8.2366 23.4925 -9.7987
C -6.6115 22.3350 -10.2844
C -5.0404 22.4973 -10.2753
O -4.6660 22.5259 -11.6339
C -3.2396 22.6875 -11.8496
H -6.3921 28.0323 -9.2278
H -8.1013 28.1470 -9.6368
H -6.7449 27.9942 -10.9180
H -7.6016 26.5390 -12.1329
H -8.8429 25.7454 -11.1719
H -6.3376 24.4922 -12.0132
H -7.9093 23.8365 -12.1486
H -7.0155 21.8376 -11.1662
H -6.9078 21.8784 -9.3400
H -4.4819 21.6746 -9.8289
H -4.6230 23.3558 -9.7491
H -3.0455 22.4814 -12.9022
H -2.6391 21.9402 -11.3309
H -3.0440 23.7426 -11.6585
C 2.1444 23.0777 -12.5958
O 2.5374 24.3426 -13.2258
C 3.3077 25.3113 -12.5028
C 2.8327 26.6817 -12.9143
N 1.2905 26.7231 -12.5032
H 0.7434 26.0123 -12.9674
H 1.1439 26.3727 -11.5674
C 0.5517 28.0405 -12.9204
C 0.2944 28.0259 -14.4520
O -0.1536 26.7926 -14.9646
C -0.5557 26.7365 -16.2553
H 2.9976 22.4014 -12.6492
H 1.3538 22.7430 -13.2674
H 1.7549 23.2324 -11.5896
H 4.3646 25.1723 -12.7301
H 3.2453 25.2430 -11.4167
H 2.9747 26.8493 -13.9820
H 3.2151 27.4977 -12.3011
H 1.1215 28.9309 -12.6546
H -0.4683 28.1715 -12.5591
H 1.2162 28.2686 -14.9807
H -0.4340 28.8135 -14.6447
H -0.2355 27.5804 -16.8664
H -1.6429 26.7903 -16.3120
H -0.1805 25.8209 -16.7126
```

Maximum force: 5.372 eV/A
Spin multiplicity: 2
Gap between HOMO and LUMO (spin up / spin down): 2.094 / 7.557 eV
⟨S²⟩: 0.751
Net charge: +5
Total energy: -5806.7864 Ha
HOMO energy (spin up / spin down): -9.86 / -15.40 eV

Atom charges from the Mulliken analysis, given in e for atoms 1 to 8:
1 C -0.26
2 O 0.76
3 O -0.43
4 C 0.14
5 F -0.35
6 F -0.03
7 F -0.30
8 C -0.29

Entry 5:
Below is 2 unconnected molecules or ions with the total composition C2H3N3O2, with properties calculated with ωB97M-V/def2-TZVPD.

Geometry as XYZ:
```
10
Properties=species:S:1:pos:R:3
N 0.6412 -1.4510 -0.9636
C 0.2140 -0.3155 -0.3438
N 1.2211 0.7906 -0.4328
O 1.0171 1.6719 0.3476
C -1.0702 1.9457 1.3526
O -1.0034 1.6026 2.4418
N -0.8853 -0.0423 0.2030
H -0.0641 -2.0200 -1.4056
H 1.5452 -1.4415 -1.4093
H -1.6156 -0.7406 0.2101
```

Maximum force: 2.134 eV/A
Gap between HOMO and LUMO (spin up / spin down): 8.209 / 8.210 eV
Energy relative to the best compared isomer or geometry (same formula, charge and spin): 4.154 eV
Net charge: 0
Total energy: -392.6409 Ha
HOMO energy (spin up / spin down): -9.21 / -9.21 eV

Atom charges from the Mulliken analysis, given in e for atoms 1 to 8:
1 N -0.41
2 C 0.50
3 N 0.00
4 O -0.20
5 C 0.11
6 O -0.22
7 N -0.43
8 H 0.23